Density functional theory data (the ωB97M-V functional and the def2-TZVPD basis) for the molecule C5H10O2Si.

Summary:
Gap between HOMO and LUMO in eV: 8.93
Energy above the lowest of the compared OMol25 structures with the same formula, charge and spin in kcal per mole: 26.3
E_HOMO in eV: -8.699
Total energy in eV: -17318.716

Each line ends with the Mulliken charge.
Geometry (Å):
1 C -1.31 -0.25 -1.14  -1.120
2 Si -0.06 0.12 0.41  0.607
3 C 1.42 -1.05 0.40  -1.086
4 C 0.47 1.95 0.39  -1.015
5 O -0.87 0.03 1.82  -0.357
6 C -1.34 -1.19 2.16  -0.658
7 C -1.67 -2.14 1.38  0.844
8 O -1.96 -3.15 0.90  -0.370
9 H -2.27 -0.39 -0.72  0.320
10 H -1.06 0.40 -1.96  0.390
11 H -0.84 -1.22 -1.41  0.290
12 H 1.29 -2.08 -0.13  0.315
13 H 2.36 -0.67 -0.04  0.358
14 H 1.65 -1.63 1.42  0.320
15 H 0.42 2.57 -0.59  0.303
16 H -0.33 2.24 1.04  0.257
17 H 1.45 2.12 0.84  0.298
18 H -1.37 -1.41 3.24  0.306